Entry from the Open Molecules 2025 dataset: a molecular structure, C22H18BrClFeN4O6Se3Te at a distorted geometry (ωB97M-V/def2-TZVPD).

LUMO (alpha / beta): 2.0 / 1.3 eV
Multiplicity: 6
⟨S²⟩: 8.78
Highest occupied orbital energy (alpha / beta): -3.8 / -4.5 eV
Net charge: -1
Energy: -13289.952107 Eh

The geometry in XYZ format:
```
57
Properties=species:S:1:pos:R:3:nbo_charge:R:1
Fe 0.119 1.838 -1.076 1.264
C -1.999 1.543 1.774 -0.250
O -1.045 0.832 1.003 -0.514
C -0.596 -0.345 1.461 0.266
C -1.177 -1.049 2.499 -0.255
C -0.645 -2.281 2.863 -0.104
Br -1.480 -3.249 4.274 0.025
C 0.444 -2.816 2.234 -0.231
C 1.060 -2.105 1.191 -0.181
C 0.538 -0.859 0.797 0.404
O 1.076 -0.118 -0.175 -0.708
C 2.229 -2.633 0.510 0.411
N 2.839 -2.030 -0.484 -0.500
C 3.897 -2.829 -0.848 0.095
C 4.857 -2.650 -1.840 -0.194
C 5.823 -3.629 -1.973 -0.230
C 5.845 -4.757 -1.145 -0.221
C 4.893 -4.949 -0.158 -0.253
C 3.920 -3.970 -0.026 0.158
N 2.846 -3.817 0.824 -0.547
H -1.671 1.627 2.813 0.181
H -2.978 1.056 1.724 0.177
H -2.049 2.531 1.326 0.238
H -2.042 -0.662 3.015 0.232
H 0.810 -3.789 2.531 0.205
H 1.849 -0.620 -0.571 0.538
H 4.831 -1.775 -2.475 0.236
H 6.583 -3.529 -2.738 0.212
H 6.622 -5.498 -1.280 0.209
H 4.907 -5.824 0.479 0.208
H 2.555 -4.466 1.532 0.415
Se -1.667 5.675 0.010 -0.249
Se -1.114 5.280 -2.113 -0.010
Te 1.126 4.055 -2.055 0.288
Se 0.731 2.165 -3.572 -0.619
O -1.070 0.075 -1.776 -0.550
N -2.318 0.184 -1.745 0.157
N -2.750 1.358 -1.472 0.093
O -1.967 2.391 -1.235 -0.698
C -4.154 1.537 -1.354 0.198
C -5.035 0.594 -1.886 -0.243
C -6.397 0.774 -1.727 -0.211
C -6.887 1.877 -1.038 -0.235
C -6.003 2.811 -0.521 -0.204
C -4.634 2.650 -0.680 -0.250
H -4.632 -0.257 -2.412 0.239
H -7.081 0.050 -2.153 0.207
H -7.955 2.006 -0.913 0.204
H -6.377 3.677 0.011 0.211
H -3.930 3.376 -0.294 0.255
Cl 3.796 4.604 1.248 -0.075
C 3.128 3.033 1.778 -0.452
C 2.165 2.556 0.686 0.738
O 2.659 2.057 -0.349 -0.738
O 0.938 2.751 0.882 -0.772
H 2.609 3.195 2.718 0.215
H 3.961 2.348 1.902 0.215
```

Entry from the Open Molecules 2025 dataset: a gas-phase ion, C4H12NS2 (charge +1) at a distorted geometry (ωB97M-V/def2-TZVPD).

LUMO: -3.4 eV
Highest occupied orbital energy: -12.7 eV
Net charge: +1
Energy: -1010.443156 Eh

The geometry in XYZ format:
```
19
Properties=species:S:1:pos:R:3:nbo_charge:R:1
C 2.926 1.344 0.498 -0.775
S 1.189 1.108 1.079 0.102
S 0.594 -0.703 0.755 0.097
C -0.228 -1.054 -0.855 -0.592
C -1.736 -0.792 -0.868 -0.075
C -2.352 -0.662 -2.224 -0.676
N -2.231 0.230 0.117 -0.691
H 3.012 2.227 -0.145 0.240
H 3.253 0.465 -0.075 0.241
H 3.790 1.587 1.152 0.258
H 0.248 -2.020 -1.044 0.289
H 0.225 -0.448 -1.661 0.242
H -2.188 -1.698 -0.449 0.225
H -3.387 -0.309 -2.165 0.240
H -2.389 -1.590 -2.861 0.275
H -1.716 -0.239 -3.027 0.251
H -3.102 0.010 0.599 0.453
H -1.570 0.280 0.923 0.452
H -2.156 1.199 -0.207 0.445
```

Entry from the Open Molecules 2025 dataset: 2 unconnected molecules or ions with the total composition C42H57BFN3O6P at a distorted geometry (ωB97M-V/def2-TZVPD).

LUMO: -2.8 eV
Highest occupied orbital energy: -10.4 eV
Net charge: +1
Energy: -2715.832848 Eh

The geometry in XYZ format:
```
111
Properties=species:S:1:pos:R:3:mulliken_charge:R:1
C -5.104 -1.915 -0.159 -1.049
C -4.715 -0.688 0.808 -0.460
C -3.103 -0.465 0.946 -0.560
C -2.498 -0.138 -0.489 -1.176
C -1.265 0.937 -0.570 2.287
C -0.517 1.129 0.842 -1.753
C -0.026 -0.143 1.646 -0.175
O -0.178 -1.361 1.406 -0.404
C 0.821 0.185 2.985 0.092
C 1.624 -0.979 3.654 -0.211
C 2.452 -0.834 4.952 -0.516
C 2.492 0.555 5.638 -0.379
C 1.707 1.729 4.979 -0.563
C 0.876 1.582 3.658 -0.205
C -2.007 2.392 -0.816 -0.723
C -1.153 3.676 -0.257 0.215
C -1.438 5.025 -1.115 -1.408
N -0.994 6.283 -0.506 0.477
C 0.336 6.790 -0.896 -0.705
C 1.545 5.736 -0.910 -0.420
C -1.390 6.527 0.873 0.394
C -0.549 6.075 2.192 -0.698
O -2.494 7.097 1.113 -0.560
P -3.688 2.609 0.064 0.163
C -4.032 4.277 0.818 -0.761
C -5.035 2.454 -1.301 -0.990
O -2.307 2.723 -2.190 -0.458
C -2.281 1.689 -3.164 0.386
B -2.033 2.373 -4.650 0.688
N -2.492 1.734 -5.932 -0.616
O -1.313 3.631 -4.781 -0.583
C -1.227 0.497 -2.981 -0.879
N -0.342 0.607 -1.728 1.288
C 0.647 1.690 -2.105 -0.471
C 0.493 -0.614 -1.727 -0.287
F -0.045 -1.896 -1.446 -0.339
C 1.924 -0.564 -0.932 0.729
C 3.191 -0.614 -1.956 -1.222
H -5.321 -2.896 0.413 0.303
H -6.110 -1.635 -0.654 0.308
H -4.345 -2.089 -0.993 0.247
H -5.277 0.284 0.591 0.144
H -5.048 -1.006 1.872 0.542
H -2.722 -1.450 1.418 0.368
H -2.980 0.336 1.747 0.092
H -2.243 -1.164 -0.931 0.670
H -3.385 0.169 -1.171 0.174
H -1.293 1.643 1.533 0.726
H 0.440 1.777 0.771 0.650
H 1.542 -1.997 3.119 0.188
H 2.972 -1.770 5.370 0.341
H 3.097 0.681 6.609 0.324
H 1.753 2.742 5.508 0.317
H 0.288 2.433 3.183 0.311
H -1.344 3.810 0.877 0.175
H -0.022 3.545 -0.320 -0.376
H -2.553 5.141 -1.401 0.131
H -0.877 4.888 -2.117 0.324
H 0.250 7.328 -1.902 0.368
H 0.628 7.611 -0.132 0.365
H 1.296 4.849 -1.586 -0.065
H 1.786 5.438 0.169 0.142
H 2.453 6.259 -1.398 0.414
H -1.259 5.483 2.887 0.233
H 0.345 5.451 1.844 0.100
H -0.262 7.017 2.763 0.392
H -5.032 4.208 1.398 0.493
H -4.143 5.168 0.110 0.301
H -3.257 4.596 1.614 0.093
H -5.023 1.448 -1.829 0.249
H -4.850 3.296 -2.070 0.231
H -6.046 2.693 -0.810 0.440
H -3.331 1.197 -3.247 -0.361
H -3.416 1.284 -5.835 0.302
H -1.834 0.985 -6.200 0.272
H -0.554 3.416 -5.383 0.306
H -1.674 -0.563 -3.089 0.258
H -0.501 0.587 -3.881 0.533
H 0.188 2.627 -2.562 0.032
H 1.259 2.081 -1.206 0.378
H 1.435 1.345 -2.868 0.277
H 0.857 -0.740 -2.827 0.590
H 1.991 0.281 -0.172 0.281
H 2.025 -1.537 -0.315 -0.726
H 3.615 -1.680 -2.021 0.323
H 2.933 -0.265 -3.011 0.348
H 4.054 0.056 -1.589 0.357
C 6.134 -9.420 1.344 -0.484
C 6.892 -8.259 1.484 -0.482
C 6.277 -7.014 1.420 -0.527
C 4.901 -6.925 1.202 0.236
C 4.147 -8.087 1.037 0.156
C 4.764 -9.336 1.120 -0.549
C 2.695 -8.006 0.756 0.778
O 2.034 -9.020 0.616 -0.665
C 2.061 -6.673 0.640 0.021
C 0.705 -6.579 0.319 -0.838
C 0.098 -5.332 0.222 -1.141
C 0.838 -4.174 0.453 0.568
C 2.190 -4.264 0.767 -0.180
C 2.806 -5.514 0.852 -0.410
C 4.253 -5.596 1.153 0.510
O 4.902 -4.582 1.351 -0.692
H 6.614 -10.392 1.403 0.397
H 7.963 -8.326 1.646 0.406
H 6.872 -6.113 1.535 0.454
H 4.180 -10.243 1.006 0.467
H 0.121 -7.477 0.141 0.470
H -0.955 -5.261 -0.033 0.475
H 0.363 -3.201 0.383 0.413
H 2.764 -3.359 0.942 0.584
```

Entry from the Open Molecules 2025 dataset: a molecular structure, C14H36FeIN3Si (ωB97M-V/def2-TZVPD).

LUMO (alpha / beta): -3.4 / -2.5 eV
Multiplicity: 2
⟨S²⟩: 0.99
Highest occupied orbital energy (alpha / beta): -11.4 / -11.2 eV
Net charge: +1
Energy: -2569.960226 Eh

The geometry in XYZ format:
```
56
Properties=species:S:1:pos:R:3:nbo_charge:R:1
Fe 0.076 -0.223 1.254 0.719
N -1.919 0.117 0.982 -0.793
C -1.974 1.585 0.807 -0.244
C -1.118 1.917 -0.403 -0.231
N 0.186 1.210 -0.308 -0.673
C 1.392 2.038 -0.029 -0.236
C 1.986 1.658 1.320 -0.250
N 2.057 0.183 1.370 -0.824
H -2.490 -0.177 1.768 0.406
H -2.308 -0.341 0.162 0.404
H -2.991 1.956 0.666 0.223
H -1.573 2.050 1.711 0.203
H -1.626 1.579 -1.307 0.215
H -0.973 2.994 -0.494 0.222
H 0.335 0.712 -1.177 0.417
H 2.130 1.852 -0.812 0.216
H 1.145 3.099 -0.061 0.223
H 2.958 2.135 1.458 0.228
H 1.345 1.990 2.143 0.204
H 2.641 -0.165 0.615 0.398
H 2.473 -0.139 2.244 0.424
C 0.023 -3.788 1.786 -1.249
Si -0.034 -2.550 0.379 1.711
C -1.656 -2.895 -0.613 -0.574
C -2.889 -2.852 0.307 -0.605
C -1.842 -1.957 -1.811 -0.601
C -1.633 -4.338 -1.161 -0.612
C 1.597 -2.743 -0.643 -0.573
C 1.614 -3.984 -1.551 -0.606
C 2.737 -2.949 0.370 -0.614
C 1.894 -1.539 -1.546 -0.600
H 0.173 -4.794 1.385 0.245
H -0.904 -3.799 2.359 0.244
H 0.837 -3.583 2.479 0.260
H -3.112 -1.882 0.752 0.177
H -2.800 -3.569 1.122 0.224
H -3.773 -3.134 -0.272 0.220
H -1.799 -0.891 -1.560 0.165
H -2.809 -2.136 -2.289 0.223
H -1.072 -2.128 -2.566 0.218
H -1.461 -5.073 -0.374 0.215
H -0.893 -4.489 -1.939 0.217
H -2.611 -4.560 -1.599 0.217
H 1.301 -4.890 -1.030 0.216
H 2.638 -4.146 -1.900 0.217
H 0.994 -3.860 -2.437 0.207
H 2.646 -3.918 0.862 0.228
H 2.776 -2.206 1.167 0.197
H 3.698 -2.941 -0.152 0.216
H 1.166 -1.459 -2.356 0.213
H 2.880 -1.645 -2.008 0.223
H 1.888 -0.585 -1.014 0.159
I 1.434 -1.271 4.367 0.052
C -0.253 -0.802 3.104 -0.892
H -0.904 -1.666 3.222 0.207
H -0.742 0.040 3.611 0.206
```